(1)
Computed, not measured: C21H25LuN3O2Se3Te as an isolated structure, with wB97M-V/def2-TZVPD.

Last column: Löwdin charge in e.
Element x y z (Å)
Lu  -0.567420  1.753859  -0.191922  1.09
C  -0.637581  -4.338138  0.152684  -0.10
N  -1.141655  -3.329980  1.095371  -0.23
C  -0.343604  -3.100006  2.319411  -0.19
C  0.061063  -1.648829  2.460843  -0.19
C  0.660866  -1.039004  1.185671  -0.20
N  0.682387  0.427457  1.266029  -0.13
C  1.407642  0.960326  2.186820  -0.18
C  2.252730  2.097758  2.062172  -0.14
C  3.430801  2.075122  2.849061  -0.07
C  4.296950  3.145567  2.867614  -0.14
C  4.046076  4.244524  2.031787  -0.11
C  2.973319  4.229857  1.165933  -0.02
C  2.008233  3.183172  1.110246  -0.35
O  1.019860  3.197620  0.289404  -0.25
C  -2.555773  -3.002460  1.040118  -0.20
C  -2.934362  -1.518923  0.868468  -0.16
C  -2.906611  -0.957098  -0.562348  -0.24
N  -1.641698  -0.408287  -1.085008  -0.02
C  -1.619854  -0.588503  -2.388631  -0.11
C  -0.668038  -0.085228  -3.297971  -0.18
C  -0.837741  -0.317364  -4.647863  -0.06
C  0.108603  0.128133  -5.574461  -0.11
C  1.301361  0.714921  -5.109815  -0.11
C  1.420633  1.077370  -3.806828  -0.02
C  0.466708  0.661471  -2.844676  -0.39
O  0.725539  0.924045  -1.616108  -0.25
H  -0.718622  -5.391980  0.477760  0.07
H  0.416973  -4.081155  -0.035753  0.08
H  -1.137232  -4.357748  -0.820418  0.07
H  0.609482  -3.675175  2.232500  0.12
H  -0.887440  -3.445245  3.206467  0.11
H  0.823860  -1.605907  3.280101  0.12
H  -0.785797  -1.064783  2.762508  0.08
H  0.060197  -1.308163  0.267146  0.10
H  1.700936  -1.322504  1.002229  0.12
H  1.416495  0.555996  3.189586  0.12
H  3.597431  1.246303  3.541329  0.11
H  5.254269  3.095657  3.411475  0.09
H  4.633273  5.149327  2.073741  0.09
H  2.837995  5.066210  0.493611  0.11
H  -3.083100  -3.321956  1.924081  0.10
H  -2.918893  -3.669891  0.255789  0.11
H  -2.414739  -0.772307  1.524802  0.08
H  -4.012635  -1.479450  1.163251  0.12
H  -3.700859  -0.181765  -0.578678  0.11
H  -3.273444  -1.722935  -1.271861  0.10
H  -2.458980  -1.113602  -2.844560  0.12
H  -1.722484  -0.846173  -4.961920  0.10
H  -0.028101  0.025539  -6.660734  0.09
H  2.077676  0.923903  -5.860165  0.10
H  2.314148  1.596959  -3.490163  0.12
Se  -1.486417  3.455082  -1.906825  -0.05
Se  -3.359382  3.294292  -0.583878  -0.30
Te  -3.088708  4.144523  1.803752  0.16
Se  -1.674333  2.319567  2.578824  -0.32

Force components x, y, z for each atom (eV/Å):
Lu 0.33 -0.27 1.62
C 0.33 0.37 0.52
N 0.50 -0.43 -0.41
C 0.10 -0.56 -1.38
C 1.24 -0.29 0.38
C -1.42 0.13 -0.04
N 1.02 0.19 -0.65
C -0.60 -0.18 -0.23
C 0.14 1.60 -0.52
C -0.82 0.58 0.42
C 1.14 -0.02 -0.11
C -0.78 -0.46 -0.11
C -0.23 0.27 -0.15
C 0.80 -1.04 0.70
O 0.05 -0.21 0.43
C 1.09 0.09 0.20
C -0.56 0.44 -0.38
C -0.89 -0.15 0.32
N -1.20 -0.18 -1.57
C -0.05 0.60 2.04
C 1.27 0.67 0.66
C 0.80 0.51 -1.54
C -0.37 -0.67 -0.17
C -0.70 0.22 -1.22
C 0.51 -0.40 0.09
C 0.64 0.00 -0.55
O -0.16 -0.22 0.03
H 0.19 0.15 0.38
H -0.23 -0.43 -0.06
H -0.16 0.63 0.16
H -0.82 0.02 0.02
H 0.06 -0.04 0.08
H -0.66 0.11 -0.43
H -0.40 0.52 0.20
H 0.66 0.18 1.18
H -0.12 -0.37 0.07
H 0.66 -1.04 0.27
H -0.07 0.07 -0.30
H -0.70 0.05 -0.02
H 0.39 -0.08 -0.03
H -0.19 0.07 -0.03
H -0.15 -0.40 0.85
H -0.53 0.59 -0.29
H -0.30 -0.97 -0.27
H 0.70 0.13 -0.09
H 0.65 0.05 -0.07
H 0.07 0.01 0.40
H 0.03 -0.25 -0.08
H -0.22 -0.06 -0.22
H -0.06 -0.25 0.63
H -0.28 0.15 0.51
H -0.07 0.00 0.36
Se -0.04 1.28 -1.38
Se -0.84 -0.38 0.36
Te -0.28 0.59 -0.60
Se 0.57 -0.89 0.04

Results
HOMO: -0.142 Eh
Molar mass: 890.90 g/mol
LUMO level: 2.5 eV
Net charge: -1
Frontier orbital gap: 0.2353 hartree

(2)
Computed, not measured: a 2-piece molecular cluster, C30H25F3O4S overall, with wB97M-V/def2-TZVPD.

Last column: Löwdin charge in e.
Element x y z (Å)
C  5.466888  4.369570  1.714185  -0.05
O  5.097967  2.989081  1.887987  -0.07
C  3.842272  2.562805  1.599155  -0.24
C  3.587349  1.179375  1.804480  0.02
C  2.344131  0.648975  1.548140  0.00
C  1.260254  1.474031  1.110600  -0.20
C  -0.068725  0.944479  1.048351  0.10
C  -1.219544  1.655968  1.476950  -0.17
C  -2.533797  1.082983  1.415874  0.07
C  -3.646923  1.881900  1.595351  -0.12
C  -3.483947  3.262027  1.880595  -0.20
O  -4.632324  3.986841  1.870318  0.01
C  -5.732119  3.045903  1.600459  -0.10
C  -5.124026  1.640644  1.473606  -0.09
C  -2.217804  3.810313  2.125638  0.03
C  -1.129933  2.984834  2.021230  0.00
C  1.568225  2.840721  0.809320  -0.03
C  2.808972  3.388873  1.084347  0.00
H  6.539395  4.379524  1.907267  0.10
H  5.269104  4.728617  0.696399  0.10
H  4.954086  5.004874  2.446315  0.10
H  4.408804  0.564235  2.173302  0.13
H  2.148082  -0.405862  1.755311  0.12
H  -0.211661  -0.088458  0.747956  0.10
H  -2.665255  0.019045  1.222319  0.12
H  -6.434621  3.138395  2.438237  0.13
H  -6.227688  3.380412  0.677950  0.13
H  -5.407925  1.187508  0.515412  0.11
H  -5.506433  1.003753  2.285233  0.13
H  -2.144167  4.857825  2.399830  0.13
H  -0.159237  3.373809  2.316635  0.11
H  0.789504  3.487673  0.391960  0.12
H  2.998301  4.447779  0.892939  0.11
F  5.731263  -3.797608  -4.279466  0.10
C  5.600349  -3.057335  -3.137143  -0.52
F  6.427308  -3.618891  -2.200737  0.10
F  6.106862  -1.812516  -3.427870  0.10
C  4.169671  -2.971841  -2.673801  -0.15
C  3.905022  -2.873341  -1.307431  -0.04
C  2.620653  -2.590492  -0.886538  -0.05
C  1.545673  -2.469868  -1.818242  -0.29
C  0.248984  -2.115774  -1.373709  -0.20
S  -1.115508  -2.652962  -2.318511  0.65
C  -2.593131  -2.713790  -1.277958  -0.26
C  -3.127892  -3.960020  -0.926027  -0.05
C  -4.316501  -4.024697  -0.196600  -0.07
C  -4.986824  -2.850164  0.155948  -0.08
C  -4.480104  -1.611376  -0.249564  -0.10
C  -3.278818  -1.536572  -0.963534  -0.08
O  -1.417972  -1.708493  -3.378481  -0.34
O  -0.966264  -4.057345  -2.647306  -0.34
C  1.846466  -2.666261  -3.208918  -0.02
C  3.141091  -2.915285  -3.622169  -0.02
H  4.693321  -3.010032  -0.573498  0.11
H  2.397861  -2.433961  0.170494  0.09
H  0.008602  -1.712447  -0.395736  0.03
H  -2.620899  -4.875930  -1.227481  0.11
H  -4.710009  -5.004777  0.075700  0.11
H  -5.911438  -2.897102  0.728042  0.10
H  -5.025289  -0.692651  -0.032643  0.07
H  -2.860751  -0.578631  -1.282609  0.11
H  1.075300  -2.556822  -3.976894  0.11
H  3.355748  -3.061495  -4.680953  0.12

Force components x, y, z for each atom (eV/Å):
C -0.16 -0.33 0.07
O -0.66 -0.05 -0.21
C -0.26 -0.01 -0.18
C 0.33 0.60 -0.03
C -0.51 0.12 -0.18
C 0.77 0.52 -0.38
C -0.40 0.31 0.74
C -0.08 0.23 0.37
C -0.35 0.22 -0.18
C 0.51 0.69 0.10
C -0.17 0.00 -0.55
O 0.80 -1.24 0.07
C -0.18 0.51 0.01
C -0.50 -0.45 0.12
C -0.67 0.14 0.23
C 0.35 -0.11 -0.56
C -0.32 -0.34 0.56
C 0.60 -0.26 0.10
H -0.16 0.11 -0.05
H 0.01 -0.18 0.18
H 0.03 -0.13 -0.14
H -0.28 0.13 -0.11
H 0.12 0.32 -0.14
H 0.12 -0.05 0.19
H 0.14 0.21 -0.25
H 0.21 -0.03 -0.27
H 0.22 -0.06 0.32
H 0.15 0.11 0.31
H 0.19 0.02 -0.31
H 0.12 -0.19 0.14
H -0.22 -0.11 -0.14
H 0.37 -0.35 0.04
H -0.09 -0.42 -0.02
F 0.10 0.51 0.69
C -0.16 -0.26 -0.09
F -0.42 0.52 -0.72
F -0.06 -0.87 0.20
C 0.81 -0.37 -0.11
C -0.26 0.33 -0.16
C -0.39 0.17 -0.28
C 0.36 0.24 -0.21
C -1.15 -0.09 -0.05
S 0.01 -0.15 0.46
C -0.17 0.39 0.30
C 0.07 0.21 0.12
C 0.13 0.24 -0.10
C 0.17 0.04 -0.19
C 0.23 -0.08 -0.09
C 0.03 -0.31 0.17
O -0.07 -0.21 0.03
O 0.39 0.11 -0.61
C 0.09 -0.05 0.18
C -0.19 0.11 0.40
H 0.00 0.14 -0.18
H 0.09 -0.26 -0.22
H 0.15 -0.41 -0.08
H -0.02 0.36 0.05
H 0.03 0.32 -0.01
H 0.15 0.00 -0.14
H 0.11 -0.36 0.00
H -0.21 -0.26 0.00
H 0.14 -0.10 0.47
H 0.01 0.15 0.29

Results
HOMO: -0.208 Eh
Molar mass: 538.59 g/mol
LUMO level: -2.9 eV
Frontier orbital gap: 0.1024 hartree

(3)
Computed, not measured: a single C5H7FS molecule, with wB97M-V/def2-TZVPD.

Last column: Löwdin charge in e.
Element x y z (Å)
F  -0.141492  2.041656  -0.233316  -0.02
C  0.352935  0.861464  0.337539  -0.38
C  1.784246  0.572157  -0.050428  -0.11
C  1.900175  -0.977616  0.019678  -0.19
C  0.490028  -1.465796  -0.133468  -0.24
C  -0.466677  -0.348975  0.046997  -0.73
S  -2.073772  -0.385919  0.009592  0.78
H  0.273900  1.012404  1.379646  0.14
H  2.425823  1.056639  0.646652  0.10
H  1.854485  0.933724  -1.091019  0.13
H  2.490487  -1.497644  -0.760174  0.12
H  2.270788  -1.259540  1.038566  0.12
H  0.378519  -2.347304  0.556365  0.14
H  0.395545  -1.945881  -1.145562  0.14

Force components x, y, z for each atom (eV/Å):
F 0.24 -0.60 0.02
C -0.23 0.86 -0.60
C -0.56 -0.75 -1.29
C 0.76 0.42 0.76
C -0.24 -2.89 -0.50
C -0.62 -0.26 -0.12
S 0.11 -0.04 -0.11
H -0.05 0.21 1.49
H 0.86 0.54 0.01
H 0.52 0.01 0.45
H 0.25 0.80 0.63
H -0.02 0.17 -0.95
H -0.63 0.90 -0.51
H -0.40 0.63 0.72

Results
HOMO: -0.321 Eh
SMILES: F[C@@H]1CCCC1=S
Molar mass: 118.18 g/mol
LUMO level: -0.4 eV
Frontier orbital gap: 0.3067 hartree

(4)
Computed, not measured: a 2-piece molecular cluster, C2H5NO2 overall, with wB97M-V/def2-TZVPD.

Last column: Löwdin charge in e.
Element x y z (Å)
C  1.650017  -0.097234  -0.567526  -0.30
C  -1.599083  -0.383953  0.413055  -0.09
N  1.088307  -0.665278  0.551766  0.08
O  1.353811  0.774317  0.500811  -0.10
O  -1.574035  0.723934  -0.323708  -0.07
H  2.771333  -0.276942  -0.716084  0.13
H  0.961509  -0.037787  -1.411056  0.10
H  -1.331781  -0.297742  1.388218  0.03
H  -1.893832  -1.267247  -0.117852  0.07
H  -1.426243  1.527930  0.282376  0.15

Force components x, y, z for each atom (eV/Å):
C 1.54 0.11 -1.10
C 0.20 -0.35 -2.18
N -0.46 0.69 1.64
O -0.42 -1.27 0.10
O 0.03 2.63 0.77
H -1.66 0.25 -0.20
H 0.49 0.23 -0.33
H 0.46 -0.22 2.67
H -0.02 -0.21 0.11
H -0.14 -1.84 -1.47

Results
HOMO (alpha / beta): -0.346 / -0.261 Eh
Molar mass: 75.07 g/mol
LUMO level (alpha / beta): 0.8 / 0.0 eV
Frontier orbital gap (alpha / beta): 0.3764 / 0.2615 hartree